{
  "formula": "C46H49As3ClNPRuS",
  "method": "ωB97M-V/def2-TZVPD",
  "energy_ev": -267701.0040,
  "homo_ev": [-14.3, -14.7],
  "s_squared": 6.0606,
  "lumo_energy_ev": [-7.4, -12.0],
  "max_force_ha_per_bohr": 0.0756,
  "gap_ev": [6.917, 2.707],
  "charge": 3,
  "multiplicity": 5,
  "elements": ["Ru", "C", "As", "C", "C", "C", "C", "C", "C", "C", "As", "C", "C", "H", "H", "H", "H", "H", "H", "H", "H", "H", "H", "H", "H", "H", "H", "H", "H", "S", "C", "C", "N", "C", "H", "H", "H", "Cl", "C", "C", "C", "C", "C", "C", "C", "H", "H", "H", "H", "H", "H", "C", "C", "As", "C", "C", "C", "C", "C", "C", "C", "C", "C", "C", "C", "C", "P", "C", "C", "C", "C", "C", "C", "C", "C", "C", "C", "C", "C", "H", "H", "H", "H", "H", "H", "H", "H", "H", "H", "H", "H", "H", "H", "H", "H", "H", "H", "H", "H", "H", "H", "H", "H"],
  "coordinates": [[-0.05, -1.27, 1.41], [-3.67, -0.27, 0.78], [-2.01, 0.22, 1.78], [-2.24, 2.18, 1.84], [-2.23, -0.05, 3.71], [-3.53, 0.02, 4.28], [-3.65, 0.02, 5.67], [-2.52, 0.15, 6.50], [-1.23, 0.07, 5.90], [-1.09, -0.07, 4.47], [0.58, -0.35, 3.50], [1.66, -1.18, 4.94], [1.51, 1.44, 3.50], [-4.44, 0.53, 0.90], [-4.02, -1.26, 1.15], [-3.30, -0.49, -0.25], [-3.28, 2.38, 1.82], [-1.79, 2.67, 0.92], [-1.70, 2.45, 2.82], [-4.41, 0.11, 3.67], [-4.65, 0.05, 6.03], [-2.63, 0.21, 7.57], [-0.31, 0.02, 6.51], [1.09, -1.98, 5.40], [2.00, -0.42, 5.63], [2.49, -1.66, 4.43], [1.62, 1.89, 2.49], [2.41, 1.36, 4.12], [0.85, 2.08, 4.06], [3.83, -4.06, 0.75], [2.37, -4.81, 0.21], [1.30, -3.96, 0.29], [1.54, -2.82, 1.08], [2.87, -2.87, 1.46], [2.44, -5.85, -0.10], [0.28, -4.02, -0.14], [3.35, -2.10, 2.11], [0.16, -7.77, 4.76], [-0.27, -6.37, 3.91], [-0.13, -5.16, 4.56], [-0.58, -4.00, 3.94], [-1.02, -3.95, 2.59], [-1.47, -2.76, 1.86], [-1.09, -5.29, 1.96], [-0.83, -6.45, 2.58], [0.44, -5.14, 5.52], [-0.63, -3.06, 4.53], [-2.24, -2.28, 2.50], [-2.02, -3.11, 0.96], [-1.41, -5.21, 0.95], [-1.01, -7.41, 2.06], [-0.32, 1.34, -1.14], [0.24, 1.98, -2.37], [-0.61, 3.86, -2.52], [0.73, 4.53, -3.84], [0.34, 5.14, -5.01], [1.31, 5.64, -5.81], [2.62, 5.68, -5.43], [2.97, 5.31, -4.13], [2.01, 4.71, -3.37], [-2.10, 3.37, -3.76], [-1.88, 2.71, -4.98], [-2.97, 2.21, -5.67], [-4.25, 2.37, -5.20], [-4.50, 3.06, -3.98], [-3.43, 3.50, -3.23], [0.71, -0.13, -0.56], [2.43, 0.43, -0.35], [2.64, 1.72, 0.19], [3.89, 2.08, 0.64], [4.98, 1.22, 0.27], [4.79, -0.04, -0.29], [3.47, -0.46, -0.56], [0.69, -1.18, -2.04], [1.59, -0.87, -3.11], [1.55, -1.62, -4.30], [0.67, -2.71, -4.46], [-0.27, -2.94, -3.45], [-0.29, -2.16, -2.27], [-1.34, 0.94, -1.36], [-0.43, 2.02, -0.33], [-0.01, 1.44, -3.28], [1.30, 2.11, -2.41], [-0.71, 5.21, -5.30], [1.02, 6.10, -6.77], [3.42, 6.00, -6.09], [4.00, 5.52, -3.81], [2.30, 4.42, -2.32], [-0.87, 2.46, -5.35], [-2.76, 1.66, -6.57], [-5.16, 1.96, -5.66], [-5.49, 3.04, -3.59], [-3.60, 3.98, -2.22], [1.81, 2.44, 0.21], [4.14, 3.04, 1.07], [5.99, 1.56, 0.45], [5.61, -0.66, -0.54], [3.22, -1.39, -0.98], [2.31, -0.07, -2.94], [2.24, -1.41, -5.08], [0.67, -3.41, -5.27], [-0.95, -3.78, -3.48], [-1.04, -2.35, -1.55]]
}



{
  "formula": "C46H49ClKN11O6S",
  "method": "ωB97M-V/def2-TZVPD",
  "energy_ev": -116859.1448,
  "homo_ev": -0.8,
  "lumo_energy_ev": 3.4,
  "max_force_ha_per_bohr": 0.0388,
  "gap_ev": 4.196,
  "e_above_lowest_kj_mol": 134.7,
  "charge": -2,
  "elements": ["K", "C", "C", "C", "C", "N", "C", "C", "C", "C", "C", "C", "N", "C", "C", "C", "C", "C", "N", "H", "H", "H", "H", "H", "H", "H", "H", "H", "H", "H", "N", "C", "C", "C", "C", "C", "C", "S", "O", "O", "N", "C", "N", "C", "C", "C", "N", "H", "H", "H", "H", "H", "H", "H", "H", "H", "C", "C", "C", "O", "C", "O", "O", "H", "H", "H", "H", "H", "H", "H", "C", "C", "C", "C", "C", "O", "C", "C", "C", "C", "C", "C", "Cl", "C", "C", "C", "N", "C", "N", "C", "N", "H", "H", "H", "H", "H", "H", "H", "H", "H", "H", "H", "H", "H", "H", "H", "H", "H", "H", "H", "H", "H", "H", "N", "C"],
  "coordinates": [[1.25, 1.98, -0.76], [0.01, 1.85, 3.80], [1.06, 2.16, 4.65], [2.36, 2.16, 4.16], [2.58, 1.84, 2.82], [1.58, 1.49, 2.02], [0.35, 1.52, 2.49], [3.92, 1.88, 2.16], [4.87, 2.83, 2.53], [6.05, 2.85, 1.77], [6.23, 1.96, 0.74], [5.22, 1.01, 0.45], [4.08, 1.00, 1.18], [5.36, 0.02, -0.57], [6.25, 0.02, -1.64], [6.03, -0.74, -2.77], [4.72, -1.32, -2.92], [3.88, -1.42, -1.87], [4.41, -1.08, -0.58], [-1.02, 1.85, 4.12], [0.88, 2.40, 5.69], [3.21, 2.39, 4.79], [-0.43, 1.27, 1.78], [4.67, 3.55, 3.30], [6.82, 3.58, 1.99], [7.14, 1.99, 0.16], [7.09, 0.72, -1.63], [6.70, -0.69, -3.62], [4.34, -1.58, -3.90], [2.83, -1.70, -1.92], [4.18, 0.07, -8.00], [3.21, 0.39, -7.03], [1.86, 0.18, -7.30], [0.90, 0.51, -6.35], [1.29, 1.07, -5.14], [2.63, 1.28, -4.87], [3.59, 0.95, -5.81], [0.10, 1.44, -3.88], [-1.21, 1.30, -4.49], [0.47, 2.75, -3.37], [0.37, 0.48, -2.67], [0.23, -0.86, -2.72], [0.08, -1.52, -3.88], [0.08, -2.85, -3.82], [0.22, -3.56, -2.65], [0.34, -2.79, -1.50], [0.33, -1.47, -1.50], [3.90, -0.69, -8.60], [5.09, -0.12, -7.59], [1.56, -0.25, -8.24], [-0.15, 0.33, -6.53], [2.94, 1.69, -3.92], [4.64, 1.10, -5.58], [-0.04, -3.37, -4.77], [0.25, -4.64, -2.62], [0.45, -3.26, -0.52], [-2.13, 4.22, 0.96], [-1.30, 4.06, -0.30], [-2.03, 4.64, -1.50], [-1.16, 2.63, -0.49], [0.06, 4.82, -0.06], [-0.06, 6.05, -0.08], [1.07, 4.12, 0.17], [-3.12, 3.79, 0.80], [-2.24, 5.28, 1.18], [-1.64, 3.74, 1.81], [-3.03, 4.19, -1.58], [-1.49, 4.43, -2.43], [-2.11, 5.72, -1.39], [-0.89, 2.46, -1.41], [-3.81, -4.41, 3.17], [-3.04, -4.08, 1.89], [-3.64, -4.91, 0.74], [-1.59, -4.55, 2.06], [-3.12, -2.56, 1.55], [-2.46, -2.30, 0.31], [-4.58, -2.05, 1.49], [-4.72, -0.60, 0.98], [-4.93, 0.41, 2.08], [-6.02, 0.33, 2.95], [-6.20, 1.24, 3.97], [-5.28, 2.27, 4.12], [-5.50, 3.42, 5.41], [-4.20, 2.39, 3.27], [-4.03, 1.46, 2.25], [-2.41, -1.64, 2.56], [-0.98, -1.79, 2.65], [-0.04, -1.67, 1.70], [1.15, -1.85, 2.22], [0.89, -2.06, 3.53], [-0.39, -2.04, 3.85], [-3.64, -5.46, 3.44], [-4.89, -4.27, 3.06], [-3.47, -3.80, 4.02], [-3.64, -5.96, 1.03], [-3.03, -4.84, -0.16], [-4.66, -4.64, 0.50], [-1.58, -5.64, 2.10], [-1.14, -4.19, 2.98], [-0.97, -4.24, 1.23], [-2.92, -2.75, -0.40], [-5.02, -2.14, 2.48], [-5.16, -2.72, 0.85], [-5.55, -0.55, 0.27], [-3.83, -0.33, 0.41], [-6.74, -0.48, 2.83], [-7.04, 1.17, 4.64], [-3.49, 3.20, 3.39], [-3.19, 1.55, 1.58], [-2.80, -1.80, 3.56], [-2.62, -0.61, 2.30], [-0.27, -1.43, 0.66], [1.65, -2.23, 4.27], [4.69, -2.89, 1.11], [4.57, -2.06, 0.31]]
}



{
  "formula": "C46H51AsN5O2STi",
  "method": "ωB97M-V/def2-TZVPD",
  "energy_ev": -154867.2220,
  "homo_ev": [-5.4, -6.9],
  "s_squared": 0.7940,
  "lumo_energy_ev": [-0.6, -0.6],
  "max_force_ha_per_bohr": 0.0180,
  "gap_ev": [4.773, 6.305],
  "e_above_lowest_kj_mol": 0.0,
  "multiplicity": 2,
  "elements": ["Ti", "C", "C", "C", "C", "C", "N", "C", "C", "C", "N", "C", "C", "C", "C", "C", "C", "C", "C", "N", "C", "C", "C", "N", "C", "C", "C", "C", "O", "C", "O", "H", "H", "H", "H", "H", "H", "H", "H", "H", "H", "H", "H", "H", "H", "H", "H", "H", "H", "H", "H", "H", "H", "H", "H", "H", "H", "H", "H", "S", "C", "C", "C", "C", "C", "C", "As", "C", "C", "C", "C", "C", "C", "C", "C", "C", "C", "C", "C", "H", "H", "H", "H", "H", "H", "H", "H", "H", "H", "H", "H", "H", "H", "C", "C", "C", "C", "N", "H", "H", "H", "H", "H", "H", "H", "H", "H"],
  "coordinates": [[1.18, 0.73, -0.90], [2.42, 5.89, 4.07], [1.83, 4.94, 3.06], [0.53, 4.50, 3.12], [0.00, 3.60, 2.18], [-1.28, 3.04, 2.43], [-1.83, 2.10, 1.72], [-3.08, 1.41, 2.06], [-4.30, 1.98, 1.36], [-4.17, 2.06, -0.18], [-3.28, 1.07, -0.72], [-3.59, 0.35, -1.85], [-2.63, -0.06, -2.78], [-3.01, -0.72, -3.97], [-2.18, -0.84, -5.07], [-2.64, -1.56, -6.31], [-0.94, -0.23, -5.02], [-0.46, 0.35, -3.82], [0.67, 1.23, -3.88], [1.28, 1.78, -2.89], [2.28, 2.78, -3.23], [3.71, 2.29, -3.06], [4.05, 1.79, -1.65], [2.96, 2.07, -0.72], [3.13, 3.03, 0.10], [2.17, 3.52, 1.08], [2.63, 4.42, 2.03], [0.80, 3.11, 1.10], [0.30, 2.36, 0.20], [-1.24, 0.29, -2.65], [-0.76, 0.66, -1.49], [1.64, 6.31, 4.70], [2.93, 6.72, 3.58], [3.14, 5.39, 4.72], [-0.11, 4.84, 3.93], [-1.83, 3.38, 3.31], [-1.25, 1.78, 0.94], [-3.18, 1.43, 3.14], [-2.93, 0.38, 1.76], [-4.54, 2.97, 1.75], [-5.13, 1.32, 1.63], [-3.83, 3.07, -0.46], [-5.16, 1.94, -0.63], [-2.29, 1.29, -0.71], [-4.64, 0.14, -2.02], [-4.03, -1.09, -4.04], [-3.71, -1.72, -6.30], [-2.16, -2.55, -6.39], [-2.38, -1.00, -7.21], [-0.31, -0.18, -5.90], [0.96, 1.52, -4.90], [2.11, 3.65, -2.58], [2.14, 3.13, -4.26], [4.37, 3.12, -3.33], [3.90, 1.49, -3.79], [4.97, 2.25, -1.28], [4.19, 0.70, -1.65], [4.09, 3.54, 0.11], [3.67, 4.72, 1.98], [2.09, 0.11, 1.47], [0.81, 0.14, 2.68], [0.92, 0.98, 3.79], [-0.03, 0.96, 4.80], [-1.11, 0.08, 4.72], [-1.21, -0.78, 3.63], [-0.27, -0.75, 2.62], [-0.32, -1.89, 1.02], [0.80, -3.37, 1.63], [1.74, -3.24, 2.65], [2.56, -4.31, 2.97], [2.46, -5.51, 2.29], [1.52, -5.65, 1.27], [0.70, -4.58, 0.94], [-2.08, -2.71, 1.33], [-3.13, -2.18, 0.59], [-4.43, -2.64, 0.77], [-4.68, -3.65, 1.69], [-3.64, -4.20, 2.42], [-2.34, -3.73, 2.24], [1.77, 1.65, 3.86], [0.07, 1.61, 5.66], [-1.85, 0.05, 5.51], [-2.04, -1.47, 3.58], [1.83, -2.31, 3.18], [3.29, -4.20, 3.76], [3.10, -6.34, 2.54], [1.43, -6.58, 0.73], [-0.03, -4.70, 0.15], [-2.93, -1.42, -0.15], [-5.23, -2.22, 0.18], [-5.69, -4.01, 1.83], [-3.83, -4.99, 3.13], [-1.53, -4.16, 2.82], [1.31, -2.85, -2.46], [2.42, -1.84, -2.18], [3.13, -1.49, -3.49], [3.41, -2.42, -1.17], [1.83, -0.66, -1.62], [1.70, -3.74, -2.95], [0.54, -2.41, -3.10], [0.83, -3.15, -1.53], [3.54, -2.39, -3.96], [3.96, -0.80, -3.32], [2.44, -1.02, -4.19], [3.86, -3.34, -1.55], [4.21, -1.71, -0.96], [2.91, -2.64, -0.22]]
}